C31H45FN4O4 in the gas phase in a non-equilibrium geometry. Source: the Open Molecules 2025 dataset; level of theory: ωB97M-V with the def2-TZVPD basis set.

E_LUMO: 0.655 eV
SMILES: CCN(CC)CCCN(C(=O)c1ccc(CN2CCOCC2)o1)[C@H](C(=O)NC1CCCCC1)c1ccc(F)cc1

Geometry (Å):
1 C -6.6310 -0.4944 1.5257
2 C -5.8680 -1.5248 0.7015
3 N -4.7912 -0.9477 -0.0942
4 C -5.2261 0.0457 -1.0663
5 C -6.1676 -0.4376 -2.1740
6 C -3.9686 -1.9866 -0.6982
7 C -3.0838 -2.7007 0.3366
8 C -1.7138 -3.0583 -0.2493
9 N -0.8435 -1.8970 -0.3485
10 C -0.6679 -1.3389 -1.5827
11 O -1.2717 -1.7660 -2.5594
12 C 0.2129 -0.1793 -1.7451
13 C 0.3720 0.5690 -2.8889
14 C 1.2610 1.6095 -2.5611
15 C 1.5918 1.4318 -1.2436
16 C 2.4542 2.2148 -0.3139
17 N 3.8684 1.9785 -0.5752
18 C 4.2491 0.6129 -0.2526
19 C 5.7242 0.4041 -0.5900
20 O 6.5465 1.3153 0.0998
21 C 6.1711 2.6377 -0.1975
22 C 4.7106 2.8987 0.1702
23 O 0.9704 0.3472 -0.7572
24 C -0.1387 -1.5278 0.8608
25 C -0.3559 -0.0425 1.2719
26 O 0.4130 0.5551 1.9934
27 N -1.5169 0.4620 0.8325
28 C -1.9470 1.8216 1.0880
29 C -2.0396 2.5985 -0.2266
30 C -2.5499 4.0144 0.0207
31 C -3.9108 3.9760 0.7083
32 C -3.8120 3.2218 2.0302
33 C -3.2986 1.8036 1.8019
34 C 1.3248 -1.9200 0.8570
35 C 1.9301 -2.4936 -0.2539
36 C 3.2644 -2.8580 -0.2248
37 C 3.9891 -2.6423 0.9312
38 F 5.2937 -2.9911 0.9617
39 C 3.4104 -2.0866 2.0568
40 C 2.0733 -1.7369 2.0157
41 H -5.9386 0.1252 2.0893
42 H -7.2840 -1.0095 2.2263
43 H -7.2477 0.1453 0.9002
44 H -6.5767 -2.0938 0.0762
45 H -5.4014 -2.2339 1.3892
46 H -4.3216 0.4504 -1.5324
47 H -5.7079 0.8585 -0.5178
48 H -6.4004 0.3932 -2.8352
49 H -5.6998 -1.2227 -2.7625
50 H -7.0992 -0.8152 -1.7600
51 H -4.5766 -2.7380 -1.2269
52 H -3.3286 -1.5098 -1.4422
53 H -2.9539 -2.0498 1.2047
54 H -3.5629 -3.6194 0.6780
55 H -1.2178 -3.8115 0.3696
56 H -1.8411 -3.4602 -1.2570
57 H -0.1052 0.3814 -3.8285
58 H 1.6119 2.3888 -3.2050
59 H 2.1725 1.9410 0.7174
60 H 2.2653 3.2812 -0.4667
61 H 3.6418 -0.0752 -0.8430
62 H 4.0814 0.3973 0.8170
63 H 6.0511 -0.5919 -0.2885
64 H 5.8641 0.5248 -1.6751
65 H 6.8357 3.2835 0.3791
66 H 6.3090 2.8331 -1.2719
67 H 4.4435 3.9226 -0.1006
68 H 4.5823 2.7717 1.2594
69 H -0.6164 -2.0826 1.6810
70 H -2.1348 -0.0986 0.2641
71 H -1.1848 2.2724 1.7320
72 H -1.0573 2.6292 -0.7036
73 H -2.7249 2.0768 -0.8992
74 H -2.6239 4.5487 -0.9282
75 H -1.8386 4.5501 0.6530
76 H -4.2665 4.9925 0.8859
77 H -4.6316 3.4766 0.0571
78 H -4.7902 3.1850 2.5137
79 H -3.1287 3.7516 2.6976
80 H -3.1939 1.2856 2.7576
81 H -4.0059 1.2433 1.1876
82 H 1.3668 -2.6700 -1.1577
83 H 3.7400 -3.3035 -1.0841
84 H 4.0011 -1.9388 2.9469
85 H 1.6110 -1.3017 2.8863

Per-atom Mulliken charges, elementary charge units:
1. C -1.281
2. C -0.626
3. N 1.172
4. C -0.472
5. C -1.547
6. C -1.577
7. C -0.664
8. C -1.563
9. N 0.676
10. C 0.580
11. O -0.715
12. C 0.200
13. C -1.286
14. C -0.969
15. C 0.065
16. C -1.413
17. N 0.059
18. C 0.028
19. C -0.849
20. O -0.403
21. C -0.653
22. C -0.443
23. O 1.347
24. C -0.551
25. C -0.108
26. O -0.738
27. N 0.776
28. C -0.884
29. C 0.522
30. C -0.998
31. C -0.557
32. C -1.078
33. C 0.269
34. C 0.086
35. C -0.209
36. C -0.807
37. C 0.459
38. F -0.427
39. C -0.943
40. C -0.271
41. H 0.203
42. H 0.459
43. H 0.277
44. H 0.380
45. H 0.463
46. H 0.033
47. H 0.470
48. H 0.480
49. H 0.283
50. H 0.309
51. H 0.518
52. H 0.568
53. H 0.485
54. H 0.609
55. H 0.436
56. H 0.593
57. H 0.626
58. H 0.560
59. H 0.389
60. H 0.692
61. H 0.114
62. H 0.187
63. H 0.337
64. H 0.358
65. H 0.376
66. H 0.356
67. H 0.378
68. H 0.300
69. H 0.795
70. H -0.289
71. H 0.521
72. H -0.182
73. H -0.146
74. H 0.416
75. H 0.352
76. H 0.368
77. H 0.220
78. H 0.428
79. H 0.385
80. H 0.502
81. H -0.667
82. H 0.487
83. H 0.463
84. H 0.439
85. H 0.458

A molecular structure, C31H45InN7OS3Si4Te. Source: the Open Molecules 2025 dataset; level of theory: ωB97M-V with the def2-TZVPD basis set.

E_LUMO: 2.199 eV
Energy above the lowest of the compared OMol25 structures with the same formula, charge and spin: 56.6 kJ/mol
Charge: -1

Geometry (Å):
1 In 1.3757 1.3264 2.0174
2 C 3.7703 4.5290 -2.5409
3 C 3.7087 3.2337 -1.7721
4 N 3.1636 3.1256 -0.6131
5 N 2.5625 4.2573 -0.1552
6 C 2.3324 4.3630 1.1159
7 N 1.6830 5.5020 1.5068
8 S 2.8734 3.3372 2.4372
9 C 4.2677 2.0189 -2.4175
10 C 4.9035 2.1172 -3.6594
11 C 5.3843 0.9801 -4.2819
12 C 5.2321 -0.2440 -3.6575
13 C 4.6006 -0.2562 -2.4237
14 N 4.1355 0.8284 -1.8162
15 H 3.1205 5.2486 -2.0565
16 H 4.7887 4.9278 -2.5475
17 H 3.4465 4.3889 -3.5736
18 H 1.1545 5.9902 0.8016
19 H 1.3224 5.4942 2.4449
20 H 5.0166 3.0806 -4.1343
21 H 5.8656 1.0516 -5.2497
22 H 5.5782 -1.1625 -4.1122
23 H 4.4519 -1.1923 -1.8945
24 O 3.6772 0.4670 1.2586
25 C 4.1347 -0.8239 1.5948
26 C 3.0465 -1.8767 1.6085
27 C 3.2760 -3.1431 2.1329
28 C 2.2176 -4.0311 2.2101
29 C 0.9690 -3.6337 1.7528
30 C 0.8492 -2.3643 1.2155
31 N 1.8640 -1.5082 1.1381
32 H 3.4698 0.5054 0.3068
33 H 4.5591 -0.7588 2.5981
34 H 4.9312 -1.1393 0.9131
35 H 4.2592 -3.4069 2.5063
36 H 2.3581 -5.0143 2.6423
37 H 0.1083 -4.2869 1.8209
38 H -0.0989 -1.9986 0.8360
39 S -0.6672 1.9448 3.5465
40 C -0.8148 0.3853 4.3010
41 C -2.0703 -0.0261 4.7657
42 C -2.2823 -1.2810 5.3135
43 C -3.6074 -1.6723 5.7010
44 N -4.6791 -1.9792 5.9858
45 C -1.2049 -2.1751 5.4232
46 C 0.0556 -1.7603 5.0159
47 C 0.2836 -0.4936 4.4756
48 S 1.9265 -0.0437 4.0877
49 C -1.3854 -3.5021 5.9352
50 N -1.5061 -4.5752 6.3332
51 H -2.9022 0.6588 4.6819
52 H 0.8936 -2.4376 5.1172
53 C -2.6538 -2.1240 -3.5669
54 Si -1.1838 -1.6723 -2.4626
55 C -0.5654 -3.3066 -1.7481
56 C 0.1792 -1.0351 -3.5944
57 Si -1.8178 0.0050 -0.9312
58 Te 0.2307 1.4230 -0.4792
59 Si -2.9841 1.6241 -2.1853
60 C -4.6249 1.0828 -2.9562
61 C -1.9036 2.1979 -3.6233
62 C -3.3596 3.1241 -1.1113
63 Si -3.2410 -0.8078 0.7489
64 C -3.8479 0.5508 1.8875
65 C -2.5490 -2.2408 1.7542
66 C -4.7397 -1.5220 -0.1580
67 H -2.4110 -2.9674 -4.2195
68 H -2.9402 -1.2787 -4.1993
69 H -3.5287 -2.4007 -2.9703
70 H -0.4929 -4.0617 -2.5358
71 H -1.2406 -3.6922 -0.9774
72 H 0.4213 -3.1943 -1.2965
73 H 0.5468 -1.8176 -4.2649
74 H 1.0204 -0.6658 -3.0011
75 H -0.1745 -0.1990 -4.2045
76 H -4.5133 0.1571 -3.5273
77 H -4.9994 1.8546 -3.6343
78 H -5.3876 0.9093 -2.1924
79 H -1.8040 1.4099 -4.3764
80 H -0.8987 2.4495 -3.2720
81 H -2.3257 3.0806 -4.1119
82 H -4.0979 2.8804 -0.3416
83 H -3.7496 3.9560 -1.7047
84 H -2.4524 3.4603 -0.6025
85 H -3.0133 1.1442 2.2723
86 H -4.3909 0.1285 2.7379
87 H -4.5224 1.2288 1.3558
88 H -1.6985 -1.9360 2.3706
89 H -2.2176 -3.0545 1.1009
90 H -3.3171 -2.6402 2.4230
91 H -5.1779 -0.7953 -0.8470
92 H -5.5148 -1.8266 0.5513
93 H -4.4569 -2.4028 -0.7434

Per-atom Mulliken charges, elementary charge units:
1. In 0.799
2. C -1.599
3. C 0.395
4. N 0.800
5. N -0.882
6. C 0.222
7. N -0.465
8. S -0.427
9. C 0.423
10. C -0.816
11. C -0.478
12. C -0.867
13. C -0.204
14. N 0.177
15. H 0.380
16. H 0.325
17. H 0.368
18. H 0.240
19. H 0.260
20. H 0.326
21. H 0.410
22. H 0.402
23. H 0.449
24. O -0.158
25. C -1.335
26. C 1.012
27. C -0.959
28. C -0.746
29. C -0.600
30. C -0.355
31. N 0.705
32. H 0.069
33. H 0.365
34. H 0.419
35. H 0.476
36. H 0.386
37. H 0.516
38. H 0.028
39. S -0.288
40. C 0.608
41. C -1.009
42. C 0.580
43. C -0.248
44. N -0.609
45. C 0.662
46. C -1.086
47. C 0.575
48. S -0.445
49. C -0.240
50. N -0.596
51. H 0.587
52. H 0.499
53. C -1.085
54. Si 0.514
55. C -1.034
56. C -0.852
57. Si 0.255
58. Te -0.551
59. Si 0.473
60. C -1.148
61. C -0.925
62. C -0.999
63. Si 0.118
64. C -0.786
65. C -0.309
66. C -1.068
67. H 0.415
68. H 0.227
69. H 0.277
70. H 0.541
71. H 0.263
72. H 0.141
73. H 0.382
74. H 0.055
75. H 0.211
76. H 0.290
77. H 0.388
78. H 0.329
79. H 0.217
80. H 0.231
81. H 0.382
82. H 0.272
83. H 0.383
84. H 0.186
85. H 0.114
86. H 0.387
87. H 0.450
88. H -0.478
89. H 0.325
90. H 0.572
91. H 0.159
92. H 0.402
93. H 0.225

Looking at Kohn-Sham gap for the records above, in order, we have 9.344, 7.088 eV.